{"formula": "C43H63AsGeN6O4STi", "method": "the ωB97M-V functional and the def2-TZVPD basis", "elements": ["Ti", "C", "C", "C", "C", "C", "N", "C", "C", "C", "N", "C", "C", "C", "C", "C", "C", "C", "C", "N", "C", "C", "C", "N", "C", "C", "C", "C", "O", "C", "O", "H", "H", "H", "H", "H", "H", "H", "H", "H", "H", "H", "H", "H", "H", "H", "H", "H", "H", "H", "H", "H", "H", "H", "H", "H", "H", "H", "H", "C", "C", "N", "C", "C", "C", "S", "N", "C", "O", "C", "C", "C", "C", "C", "C", "H", "H", "H", "H", "H", "H", "H", "H", "H", "H", "H", "H", "H", "H", "H", "C", "Ge", "C", "C", "C", "H", "H", "H", "H", "H", "H", "H", "H", "H", "H", "H", "C", "As", "C", "C", "O", "H", "H", "H", "H", "H", "H", "H", "H", "H"], "coordinates": [[-0.188264, 0.339273, 0.440022], [-0.094641, 6.479921, -2.949666], [-0.566149, 5.114480, -2.535945], [-1.697383, 4.909826, -1.802118], [-2.094475, 3.606111, -1.386763], [-3.443288, 3.382371, -1.098920], [-3.967626, 2.198598, -0.881559], [-5.382862, 1.876440, -1.030937], [-5.892323, 1.022778, 0.124293], [-4.981141, -0.174612, 0.343560], [-5.389989, -0.933048, 1.514302], [-4.805256, -2.022197, 1.961598], [-3.630725, -2.654244, 1.531806], [-3.674438, -4.069750, 1.717658], [-2.826912, -4.924326, 1.073301], [-2.941109, -6.419014, 1.198205], [-1.840148, -4.332600, 0.271216], [-1.631472, -2.969063, 0.191997], [-0.441552, -2.560611, -0.522244], [0.070481, -1.394723, -0.661468], [1.396758, -1.411539, -1.337008], [1.403155, -1.730769, -2.831635], [0.480399, -0.815140, -3.646188], [0.149348, 0.345841, -2.860343], [0.324099, 1.514107, -3.294931], [-0.209063, 2.681317, -2.572719], [0.096796, 3.953784, -2.996677], [-1.204810, 2.494450, -1.557097], [-1.390096, 1.390151, -0.916433], [-2.483090, -2.052304, 0.880231], [-2.211736, -0.809930, 0.976500], [-0.795981, 7.250446, -2.635895], [0.025314, 6.542448, -4.031552], [0.874440, 6.701181, -2.500268], [-2.349822, 5.743896, -1.566020], [-4.137961, 4.216338, -1.159229], [-3.285450, 1.436789, -0.878455], [-5.514655, 1.337535, -1.972460], [-5.949575, 2.803789, -1.100421], [-6.904574, 0.689297, -0.115413], [-5.948997, 1.625661, 1.032220], [-3.942261, 0.119172, 0.494225], [-5.003831, -0.837553, -0.529200], [-6.307882, -0.727578, 1.883854], [-5.402448, -2.562852, 2.690237], [-4.472635, -4.478768, 2.328357], [-3.504747, -6.838790, 0.363412], [-3.453139, -6.693384, 2.118639], [-1.957717, -6.887039, 1.202076], [-1.157759, -4.986994, -0.262250], [0.042143, -3.381521, -1.051012], [2.004128, -2.157632, -0.821207], [1.854760, -0.438028, -1.190336], [1.137860, -2.774913, -3.004783], [2.436347, -1.607968, -3.160801], [-0.465100, -1.330374, -3.831309], [0.922577, -0.568550, -4.618661], [0.779879, 1.719667, -4.273395], [0.867823, 4.068820, -3.752891], [5.165120, -4.033185, 0.513516], [4.252202, -4.410836, 1.674246], [3.666446, -3.240180, 2.325661], [4.583975, -2.461173, 3.169845], [4.701654, -3.054165, 4.568520], [2.359416, -2.973658, 2.289735], [1.220836, -3.915766, 1.480463], [1.989039, -1.916779, 3.079614], [1.245432, -0.909685, 2.897898], [0.758963, -0.468479, 1.744574], [1.016791, -0.065201, 4.114418], [1.031472, 1.319815, 4.021922], [1.081080, 2.090666, 5.179590], [1.039823, 1.486739, 6.424030], [0.959571, 0.099056, 6.516849], [0.975451, -0.672801, 5.370794], [5.442108, -4.935402, -0.030925], [6.085592, -3.555277, 0.847579], [4.650864, -3.362124, -0.175399], [4.805952, -4.970507, 2.430875], [3.441364, -5.038053, 1.319752], [4.224767, -1.437952, 3.231486], [5.552750, -2.445679, 2.672670], [3.715260, -3.125302, 5.026952], [5.328218, -2.415805, 5.190800], [5.145483, -4.048913, 4.548128], [1.079993, 1.783906, 3.044215], [1.188255, 3.166400, 5.109258], [1.086835, 2.089546, 7.321029], [0.918987, -0.379609, 7.485999], [0.969874, -1.752587, 5.432298], [3.951431, 1.970759, 2.259529], [3.316085, 1.458177, 0.471211], [4.235389, 2.675945, -0.763956], [4.067785, -0.338104, 0.203320], [1.386122, 1.679330, 0.056536], [5.026495, 2.120973, 2.145398], [3.798799, 1.187835, 3.000663], [3.520621, 2.900364, 2.630623], [5.313546, 2.599483, -0.620955], [3.942982, 3.708902, -0.569813], [4.010663, 2.445946, -1.806393], [5.040718, -0.358365, 0.696618], [4.220610, -0.570085, -0.851033], [3.444795, -1.111170, 0.646573], [1.380784, 1.885469, -1.016280], [1.068151, 2.610401, 0.541519], [-3.815458, 2.039301, 2.682784], [-1.967660, 1.685088, 3.090559], [-2.021026, 0.107709, 4.192546], [-1.470595, 3.275137, 4.046630], [-1.071913, 1.607814, 1.675351], [-3.873254, 2.482508, 1.692052], [-4.205636, 2.738945, 3.420996], [-4.382196, 1.113388, 2.724162], [-1.437351, 0.265533, 5.097452], [-1.623378, -0.735677, 3.631851], [-3.064513, -0.070818, 4.446277], [-0.402746, 3.446122, 3.975597], [-1.767580, 3.181604, 5.090187], [-2.005526, 4.103361, 3.583750]], "forces_ev_per_angstrom": [[-0.49, 1.27, -0.27], [0.01, -0.07, 0.01], [0.07, 0.06, -0.03], [-0.12, -0.03, -0.06], [0.24, 0.02, 0.13], [-0.08, -0.07, 0.05], [-0.02, 0.00, -0.11], [-0.07, -0.05, 0.08], [0.02, -0.06, -0.02], [-0.02, 0.07, -0.07], [0.01, 0.08, -0.01], [-0.08, -0.09, -0.04], [0.13, 0.00, 0.05], [-0.04, 0.03, -0.12], [-0.03, -0.08, 0.08], [0.00, 0.05, -0.05], [-0.04, 0.01, 0.06], [-0.08, 0.06, -0.04], [-0.21, -0.04, -0.35], [0.13, -0.48, -0.17], [0.03, -0.09, -0.13], [-0.18, 0.03, 0.08], [0.05, 0.03, 0.02], [-0.03, 0.01, 0.03], [0.00, 0.01, -0.10], [-0.04, -0.11, 0.13], [-0.09, 0.03, 0.03], [0.08, 0.09, -0.27], [-0.03, -0.01, -0.17], [-0.02, -0.02, 0.03], [0.18, 0.15, -0.11], [0.00, 0.01, -0.01], [-0.01, 0.02, 0.00], [0.00, 0.02, 0.00], [-0.01, 0.00, -0.01], [0.00, 0.00, 0.01], [0.04, 0.04, 0.07], [0.02, 0.04, -0.02], [0.02, 0.01, -0.01], [-0.02, 0.04, 0.01], [0.00, 0.00, 0.01], [-0.02, 0.01, 0.02], [0.02, -0.04, 0.03], [0.03, -0.01, 0.06], [0.00, 0.01, 0.00], [0.00, 0.01, 0.02], [0.01, -0.01, 0.00], [0.00, -0.02, 0.00], [0.01, 0.00, 0.03], [0.04, 0.02, 0.01], [0.06, 0.01, 0.06], [0.05, 0.08, 0.12], [0.00, -0.01, 0.05], [0.06, -0.02, -0.01], [0.02, -0.05, 0.02], [0.01, 0.00, -0.05], [0.00, -0.01, 0.00], [0.03, 0.02, 0.02], [0.00, -0.01, -0.01], [-0.07, -0.07, 0.04], [0.07, 0.01, -0.15], [-0.03, 0.08, 0.10], [-0.06, -0.02, 0.13], [-0.05, 0.01, -0.06], [0.27, -0.08, -0.37], [-0.06, 0.07, 0.10], [-0.21, -0.09, 0.30], [0.37, 0.07, 0.29], [0.21, -0.54, 0.69], [0.23, 0.02, -0.09], [0.28, -0.08, -0.03], [0.17, -0.08, 0.08], [-0.04, -0.02, 0.01], [-0.02, 0.00, 0.00], [0.06, -0.04, -0.10], [0.03, 0.01, 0.00], [-0.01, 0.05, -0.03], [0.00, 0.00, -0.02], [-0.01, 0.00, 0.01], [-0.03, 0.00, 0.06], [0.05, 0.03, -0.08], [-0.01, 0.01, -0.03], [0.01, 0.02, 0.03], [0.02, -0.02, 0.00], [0.01, 0.00, 0.01], [0.07, 0.02, 0.00], [0.04, -0.06, 0.06], [0.00, 0.00, 0.01], [0.01, 0.01, 0.01], [0.03, -0.02, 0.00], [-0.26, 0.00, -0.07], [0.36, 0.07, -0.04], [-0.11, -0.02, 0.03], [-0.12, 0.09, -0.04], [-0.08, -0.24, 0.12], [0.00, 0.00, 0.03], [-0.06, -0.03, 0.06], [-0.02, 0.00, 0.01], [0.01, -0.01, -0.01], [0.00, 0.01, -0.01], [-0.01, -0.02, 0.00], [0.02, 0.02, -0.01], [-0.01, -0.02, -0.01], [-0.01, -0.07, 0.04], [-0.06, -0.05, 0.03], [-0.06, -0.01, 0.01], [0.12, -0.03, -0.09], [-0.50, 0.17, 0.44], [0.07, 0.07, -0.01], [-0.01, 0.10, -0.25], [0.12, -0.32, -0.06], [-0.01, 0.02, 0.00], [0.01, -0.02, 0.02], [0.00, -0.01, -0.06], [-0.03, -0.01, -0.05], [-0.04, 0.03, -0.02], [-0.03, 0.01, -0.01], [-0.25, 0.04, -0.07], [0.02, -0.03, 0.01], [-0.05, 0.00, 0.00]], "total_charge": 2, "homo_energy_ev": -11.98, "de_lowest_kcal_mol": 53.2, "multiplicity": 1, "fmax_ev_per_a": 1.386, "homo_lumo_gap_ev": 6.5826}